No. 1
33
Properties=species:S:1:pos:R:3:lowdin_charge:R:1 method="wB97M-V/def2-TZVPD" gap_ha=0.2595 charge=-1 lumo_ev=3.3 e_tot_ev=-75321.8116 max_force_ev_per_a=2.7 homo_energy_ev=-3.793
Ga 0.23 0.14 0.24 0.237
P 0.64 2.21 -0.86 0.490
N 1.76 -1.06 0.19 -0.184
N 1.87 3.05 -0.23 -0.460
C 5.33 -0.09 0.87 -0.153
C 3.02 -0.38 -0.23 -0.358
C -3.09 0.46 0.71 -0.067
C -1.28 -0.78 -0.84 -0.278
C -3.79 -1.38 -0.87 -0.068
C 4.24 -1.17 0.49 -0.260
C -2.72 -0.53 -0.30 -0.270
C -5.55 -0.27 0.50 -0.126
C -4.51 0.58 1.08 -0.098
C -5.20 -1.27 -0.51 -0.112
H -5.95 -1.97 -0.97 0.084
H 1.58 3.96 0.11 -0.099
H -2.31 1.10 1.18 0.049
H -1.08 -1.88 -0.82 0.044
H 6.11 -0.59 1.51 0.053
H -3.50 -2.15 -1.63 0.093
H 3.79 -1.54 1.46 0.092
H -1.24 -0.40 -1.90 0.051
H 3.10 0.69 0.08 0.060
H -0.54 3.03 -0.76 -0.070
H -6.62 -0.18 0.80 0.077
H -4.87 1.33 1.83 0.084
H 4.62 -2.02 -0.13 0.088
H 4.82 0.73 1.44 0.072
H 1.55 -1.71 -0.57 0.014
H 0.88 1.86 -2.24 -0.082
H 5.80 0.35 -0.05 0.065
H -0.27 0.43 1.75 -0.067
H 3.17 -0.56 -1.33 0.101

---

No. 2
37
Properties=species:S:1:pos:R:3:lowdin_charge:R:1 method="wB97M-V/def2-TZVPD" gap_ha=0.0975 charge=+3 lumo_ev=-14.6 e_tot_ev=-34059.8396 max_force_ev_per_a=8.8 homo_energy_ev=-17.205 relative_energy_ev=0.000
La -1.33 -2.91 2.78 2.535
S 1.12 0.19 -3.14 0.746
O 2.42 4.43 -3.80 0.233
O -0.06 0.83 -3.60 -0.211
O 0.51 -0.72 -1.88 -0.229
O 1.93 -0.74 -3.86 -0.218
O 1.77 2.64 -2.56 -0.157
N 2.78 3.40 -3.63 0.152
C 1.60 0.23 0.03 -0.128
C -2.42 0.75 2.10 -0.181
C 2.26 1.39 -2.29 -0.397
C 2.49 1.22 -0.77 -0.086
C -1.87 -0.89 0.06 -0.105
C -0.63 -1.52 0.75 -0.340
C 0.47 -2.14 -0.06 -0.079
C -2.02 0.34 3.53 -0.081
C 1.31 -1.02 -0.77 -0.344
C -2.84 -0.40 1.16 -0.163
H 0.67 0.74 0.32 0.116
H -0.27 -0.85 1.57 0.126
H 1.14 -2.84 0.48 0.142
H -2.49 0.93 4.33 0.118
H 3.19 1.20 -2.85 0.138
H -0.02 -2.71 -0.85 0.159
H -0.94 0.39 3.73 0.089
H -3.23 1.49 2.14 0.140
H -1.10 -2.33 1.32 -0.209
H 2.26 -1.50 -1.06 0.179
H -3.04 -1.30 1.88 0.053
H -1.47 -0.12 -0.61 0.150
H 2.30 2.22 -0.39 0.134
H -2.38 -0.73 3.79 0.016
H -2.40 -1.59 -0.58 0.155
H -3.83 -0.26 0.72 0.150
H 2.13 -0.05 0.95 0.135
H -1.56 1.26 1.64 0.128
H 3.54 0.99 -0.57 0.135

---

No. 3
31
Properties=species:S:1:pos:R:3:lowdin_charge:R:1 method="wB97M-V/def2-TZVPD" gap_ha=0.3680 charge=+1 lumo_ev=-2.6 e_tot_ev=-13649.4550 max_force_ev_per_a=4.5 homo_energy_ev=-12.650 smiles="CC[NH2+][C@]12C[C@H]1C=C[C@H](C)[C@H]2N" relative_energy_ev=3.467
N -1.68 -0.11 -0.54 0.103
N 0.25 1.83 -0.97 0.082
C 0.61 0.71 -0.06 -0.276
C 0.28 -1.94 0.03 -0.137
C 2.89 1.60 0.55 -0.023
C -2.46 -0.15 0.72 -0.160
C 0.24 -1.54 -1.45 -0.005
C 1.67 -1.91 0.61 -0.053
C -0.24 -0.52 -0.42 -0.302
C 2.43 -0.81 0.57 -0.043
C -3.93 0.21 0.68 -0.035
C 2.10 0.51 -0.11 -0.342
H 1.24 -1.28 -1.97 0.158
H 2.80 1.54 1.61 0.095
H 1.86 -2.80 1.29 0.137
H 0.59 1.74 -1.91 0.095
H 2.26 0.34 -1.12 0.110
H -4.07 1.34 0.55 0.123
H 0.46 0.88 1.05 0.179
H 2.58 2.54 0.39 0.040
H 3.84 1.50 0.15 0.087
H -2.03 -0.61 -1.33 0.166
H -4.51 -0.07 1.53 0.084
H -2.27 -1.08 1.10 0.094
H 0.44 2.76 -0.70 0.080
H -0.59 -1.95 -2.04 0.114
H -1.83 0.37 1.51 0.162
H -0.48 -2.73 0.33 0.162
H -4.36 -0.25 -0.10 0.032
H 3.42 -0.85 1.08 0.133
H -1.49 0.75 -1.02 0.140

---

No. 4
32
Properties=species:S:1:pos:R:3:lowdin_charge:R:1 method="wB97M-V/def2-TZVPD" gap_ha=0.3984 charge=+1 lumo_ev=-2.7 e_tot_ev=-15697.3773 max_force_ev_per_a=4.5 homo_energy_ev=-13.502 smiles=CCC[C@@H](O)c1n(CC)cc[n+]1C relative_energy_ev=1.953
O -1.90 -0.13 -0.99 -0.001
N 0.33 0.40 1.86 -0.036
N -0.14 -1.57 1.08 -0.071
C 0.25 1.85 2.09 -0.108
C -0.54 -2.72 0.34 0.021
C -0.92 2.08 3.10 -0.035
C 0.40 -0.21 -1.84 -0.152
C 0.71 -0.52 2.82 -0.011
C -0.63 0.31 -0.84 -0.285
C 0.46 -1.70 2.26 -0.052
C 1.45 0.22 -4.08 -0.096
C -0.16 -0.26 0.82 -0.026
C 0.17 0.48 -3.23 -0.204
H -0.66 1.34 -0.84 0.096
H 1.13 2.22 2.56 0.123
H -0.91 -3.36 1.14 0.105
H -1.08 3.20 3.22 0.112
H -2.52 0.62 -0.70 0.169
H 0.16 -1.25 -1.77 0.090
H -1.45 -2.34 -0.22 0.135
H -0.59 1.50 4.00 0.098
H -1.85 1.78 2.82 0.030
H 1.83 -0.82 -3.78 0.101
H 0.02 2.12 1.11 0.091
H 0.23 -3.27 -0.12 0.097
H 1.31 0.14 -5.08 0.017
H 2.21 1.03 -3.88 0.099
H 1.43 -0.23 3.55 0.146
H -0.70 0.18 -3.83 0.112
H 0.00 1.60 -2.94 0.135
H 0.56 -2.67 2.75 0.153
H 1.39 0.02 -1.38 0.147

---

No. 5
36
Properties=species:S:1:pos:R:3:lowdin_charge:R:1 method="wB97M-V/def2-TZVPD" gap_ha=0.3763 lumo_ev=0.5 e_tot_ev=-23336.8103 max_force_ev_per_a=5.9 homo_energy_ev=-9.723 smiles="CC(C)C[C@H](N)C(=O)N[C@@H](CC(N)=O)C(=O)O" relative_energy_ev=3.934
O -1.97 3.04 0.18 0.165
O 0.14 1.43 0.48 0.093
O -3.70 2.48 -0.94 0.076
O -3.61 -2.17 -0.25 0.046
N 0.64 -1.82 -1.05 0.035
N -1.32 -0.12 -0.21 0.119
N -5.51 -0.98 0.17 0.162
C 4.03 -0.69 1.18 -0.125
C 4.71 0.92 -0.57 -0.102
C 1.00 -0.68 -0.16 -0.343
C 3.50 0.45 0.33 -0.398
C -4.14 -1.17 0.24 -0.517
C -2.53 0.58 -0.15 -0.225
C -0.11 0.31 0.07 -0.416
C -3.46 0.02 0.95 -0.048
C 2.31 -0.13 -0.57 -0.156
C -2.79 2.10 -0.19 -0.466
H 5.56 1.17 0.03 0.046
H 1.93 0.57 -1.38 0.138
H 2.96 -0.96 -1.07 0.142
H -1.34 -0.81 -0.94 0.117
H 4.46 1.93 -1.12 0.104
H 3.37 -1.28 1.86 0.077
H -6.06 -0.37 0.67 0.056
H 1.16 -1.15 0.76 0.130
H 5.03 0.29 -1.48 0.098
H -0.37 -2.04 -0.90 0.072
H -1.25 2.52 0.54 0.055
H -2.85 -0.15 1.99 0.183
H -5.90 -1.96 0.09 0.143
H 4.53 -1.54 0.58 0.099
H -3.05 0.17 -1.02 0.158
H 0.87 -1.61 -2.10 0.128
H 4.97 -0.34 1.74 0.092
H -4.27 0.72 1.29 0.124
H 3.05 1.29 0.93 0.139

---

No. 6
33
Properties=species:S:1:pos:R:3:lowdin_charge:R:1 method="wB97M-V/def2-TZVPD" gap_ha=0.3633 lumo_ev=0.5 e_tot_ev=-25980.5701 max_force_ev_per_a=4.8 homo_energy_ev=-9.390 smiles=CCCCCCCCc1nnc(N)s1 relative_energy_ev=3.835
S 1.89 2.48 -2.37 0.982
N 1.78 2.85 -5.15 0.016
N 2.60 0.82 -4.13 -0.033
N 3.06 0.25 -2.96 0.008
C 3.16 0.65 -0.49 -0.174
C 1.18 -0.98 -0.03 -0.222
C 2.64 0.90 -1.92 -0.582
C -1.36 -0.21 0.51 -0.222
C -3.88 -1.15 3.56 -0.172
C 2.01 0.21 0.45 -0.229
C -2.51 -0.96 2.89 -0.286
C -0.12 -1.18 0.83 -0.217
C 2.16 2.02 -4.08 -0.733
C -2.56 -0.67 1.30 -0.270
H 1.82 -1.88 0.06 0.117
H -3.71 -1.88 4.47 0.095
H 3.76 -0.25 -0.66 0.108
H -3.29 0.19 1.15 0.116
H -1.84 -0.31 -0.62 0.159
H -4.66 -1.73 2.85 0.093
H 0.08 -1.22 1.95 0.122
H -0.46 -2.13 0.46 0.089
H -2.13 -0.07 3.45 0.101
H 1.44 1.03 0.82 0.085
H 0.75 -0.94 -1.08 0.122
H -1.00 0.92 0.82 0.145
H 2.50 -0.22 1.39 0.129
H 1.41 2.10 -6.01 0.192
H -3.03 -1.52 0.86 0.084
H -1.77 -1.79 3.05 0.095
H 3.70 1.62 -0.28 0.124
H 0.87 3.24 -4.85 0.064
H -4.48 -0.15 3.74 0.095